(1)
# C9H11Br3ClFO5

C9H11Br3ClFO5 as an isolated structure at a distorted geometry (the ωB97M-V functional and the def2-TZVPD basis, the Open Molecules 2025 dataset).

```
30
Properties=species:S:1:pos:R:3:forces:R:3
Br -2.801 0.538 4.575 0.2 -0.2 0.3
Br -2.099 0.209 7.693 0.0 -0.1 -0.4
Br -0.337 -1.316 5.480 -0.3 0.0 0.2
Cl -0.647 -0.950 0.261 0.7 1.4 -0.7
F 1.016 1.650 -3.802 -0.9 -0.6 2.3
O 1.876 -0.827 2.703 -1.7 3.8 -2.1
O 1.832 -1.404 -0.237 -0.9 -0.7 -2.2
O 0.933 -1.285 -2.354 1.8 -0.5 1.1
O 1.783 -3.406 -1.562 -1.1 6.2 0.5
O 0.362 0.853 3.103 1.8 -0.7 -2.1
C 1.161 0.076 -1.868 0.0 0.8 0.9
C 1.541 0.821 0.782 -1.5 0.8 0.6
C 0.970 -0.211 -0.303 1.6 -1.0 0.7
C -1.358 -0.060 -4.234 -0.3 0.2 -0.6
C 0.335 1.248 -2.577 -1.3 -0.9 0.2
C -2.094 -0.636 5.948 -0.2 0.0 0.1
C 1.556 -2.181 -1.421 0.2 -2.1 0.2
C -1.183 0.883 -2.947 -0.4 0.6 -0.7
C 1.310 0.205 2.260 0.6 -2.6 2.4
H -1.789 0.479 -2.044 1.4 0.5 -1.3
H 2.272 0.402 -1.928 -1.6 -0.8 -0.1
H 0.278 2.124 -1.819 0.6 -1.2 -1.5
H -1.697 1.889 -3.213 0.9 -1.6 0.5
H -0.973 0.454 -5.199 -0.5 -0.7 1.8
H -2.489 -0.223 -4.408 1.8 0.2 0.4
H -2.762 -1.495 6.007 0.2 0.2 0.0
H 0.306 0.316 3.934 0.2 0.3 -0.9
H 0.906 1.790 0.736 1.0 -1.6 0.0
H 2.636 1.131 0.601 -1.7 -1.0 0.3
H -0.843 -1.077 -4.164 -0.7 1.5 0.1
```
Positions in Å, forces in eV/Å.

Summary:
**Total energy**: -245114.0516 eV
**Highest occupied orbital energy**: -10.625 eV
**Largest force on an atom**: 6.30 eV/Å
**Frontier orbital gap**: 10.29 eV
**Molecular weight**: 493.34 g/mol

(2)
# C3H10N2O2

A 2-piece molecular cluster, C3H10N2O2 overall at a distorted geometry (the ωB97M-V functional and the def2-TZVPD basis, the Open Molecules 2025 dataset).

```
17
Properties=species:S:1:pos:R:3:forces:R:3
O -4.936 1.185 -0.969 -0.5 -0.2 0.6
O -1.014 -1.040 -0.845 -0.6 -0.1 0.2
N 2.836 -1.070 1.568 -0.9 -0.1 0.6
N -0.356 1.153 -1.096 -3.3 -0.4 -1.1
C 1.484 -0.695 1.254 -0.8 3.2 -2.4
C -0.209 -0.153 -0.735 2.1 0.6 -0.4
C 1.255 -0.364 -0.338 0.1 -1.4 2.3
H -4.409 1.302 -0.174 0.4 0.1 -0.1
H 0.448 1.722 -0.986 0.0 0.7 -0.4
H 1.875 0.506 -0.522 0.1 0.0 -0.4
H -1.228 1.400 -1.663 2.0 -0.1 1.3
H 1.614 -1.237 -0.873 0.1 0.0 -0.3
H 0.596 -1.237 1.526 0.5 -1.4 0.6
H -5.718 0.756 -0.584 0.1 0.1 -0.5
H 2.975 -2.069 1.588 0.6 0.3 -0.4
H 1.236 0.301 1.689 0.5 -0.5 0.2
H 3.550 -0.460 1.159 -0.5 -0.9 0.2
```
Positions in Å, forces in eV/Å.

Summary:
**Total energy**: -10347.9956 eV
**SMILES**: NCCC(N)=O.O
**Energy relative to the best compared isomer or geometry (same formula, charge and spin)**: 1.492 eV
**Highest occupied orbital energy**: -8.962 eV
**Largest force on an atom**: 4.10 eV/Å
**Frontier orbital gap**: 9.74 eV
**Molecular weight**: 106.12 g/mol

(3)
# C9H11BClHfN3OS3

C9H11BClHfN3OS3 as an isolated structure at a distorted geometry (the ωB97M-V functional and the def2-TZVPD basis, the Open Molecules 2025 dataset).

```
30
Properties=species:S:1:pos:R:3:forces:R:3
Hf -4.441 -3.252 0.426 0.4 -0.3 -0.4
Cl -2.068 -3.526 -0.485 0.0 0.6 -0.1
S -1.349 -0.340 -4.203 1.1 0.4 1.5
S -0.638 2.231 1.419 0.4 -0.3 -0.7
S 1.828 0.040 1.712 0.0 0.1 -0.5
O 0.696 -3.620 1.774 -2.3 1.2 -0.2
N -1.780 -1.546 -3.088 2.5 2.5 1.4
N -0.273 0.548 -3.330 -0.8 -1.5 0.8
N -0.883 -1.964 2.895 -1.0 -1.5 -2.3
C 1.675 1.710 -1.258 -1.3 -0.3 -0.3
C 0.152 3.277 0.157 -0.1 0.6 -0.3
C 0.770 -0.367 0.305 -0.9 -0.3 -1.4
C -1.035 -1.216 -2.016 -0.1 -1.1 1.2
C -0.152 -1.605 0.376 -0.7 -0.5 -1.5
C 0.793 0.474 -0.975 -1.0 -0.2 -1.0
C 1.612 2.812 -0.141 0.7 0.7 0.4
C -1.010 -2.017 -0.704 2.6 3.4 1.0
C -0.117 0.004 -2.068 -0.9 -1.3 -0.4
B -0.088 -2.465 1.774 0.6 -0.6 0.9
H 2.747 1.432 -1.504 -0.9 0.1 0.5
H 0.237 4.334 0.577 -0.2 -1.0 -0.1
H -1.708 -1.501 2.485 0.5 0.4 0.8
H 2.175 2.554 0.799 -0.7 0.2 -1.0
H 1.271 2.174 -2.208 0.5 -0.7 0.8
H -0.503 3.370 -0.750 0.5 -0.1 0.8
H -1.263 -2.725 3.474 0.6 0.6 0.5
H -2.013 2.385 1.257 0.9 0.1 -0.4
H 3.040 -0.636 1.576 -1.1 -0.3 -0.4
H 0.173 -4.285 2.272 1.2 0.0 0.1
H 2.152 3.720 -0.547 -0.5 -1.0 0.3
```
Positions in Å, forces in eV/Å.

Summary:
**Total energy**: -62985.8551 eV
**Net charge**: +4
**Highest occupied orbital energy**: -22.174 eV
**Largest force on an atom**: 4.42 eV/Å
**Frontier orbital gap**: 4.71 eV
**Molecular weight**: 498.16 g/mol

(4)
# C20H38NOSbSe2Te2W

C20H38NOSbSe2Te2W as an isolated structure (the ωB97M-V functional and the def2-TZVPD basis, the Open Molecules 2025 dataset).

```
66
Properties=species:S:1:pos:R:3:forces:R:3
W 0.607 0.499 0.819 0.6 0.6 0.0
Te 3.462 -0.340 0.503 0.0 -0.1 -0.1
Te 2.651 2.099 0.923 -0.6 -0.3 0.0
Sb -0.574 1.238 -3.407 0.0 0.0 0.0
Se -1.021 1.999 1.005 0.0 -0.1 0.0
Se 0.818 0.009 -1.700 0.0 -0.1 0.1
O -0.419 -1.407 0.637 0.0 0.0 0.0
N 0.916 -0.194 2.934 -0.1 0.0 -0.1
C 0.836 0.803 3.853 0.0 0.0 0.1
C 1.253 -2.626 2.456 0.0 0.0 0.0
C -0.243 3.392 -3.267 0.0 0.0 0.0
C 1.357 -0.648 5.655 0.0 0.0 0.0
C -1.090 -2.211 1.656 0.0 0.0 0.0
C -0.130 -3.240 2.209 0.0 0.0 0.0
C 1.211 -1.442 3.382 0.0 0.0 0.0
C -0.536 0.750 -6.406 0.0 0.0 0.0
C 0.350 0.413 -5.208 0.0 0.0 0.0
C -3.118 0.877 -1.800 0.0 0.0 0.0
C 1.434 -1.673 4.735 0.0 0.0 0.0
C 1.737 1.035 -5.352 0.0 0.0 0.0
C 0.483 -1.100 -5.048 0.0 0.0 0.0
C -1.207 4.000 -2.254 0.0 0.0 0.0
C -3.473 1.594 -4.187 0.0 0.0 0.0
C -0.492 3.993 -4.650 0.0 0.0 0.0
C 1.044 0.623 5.196 0.0 0.0 0.0
C 1.199 3.607 -2.817 0.0 0.0 0.0
C -2.823 -0.774 -3.653 0.0 0.0 0.0
C -2.678 0.690 -3.247 0.0 0.0 0.0
H -0.476 -1.599 -4.920 0.0 0.0 0.0
H 0.936 -1.492 -5.962 0.0 0.0 0.0
H 2.364 0.849 -4.477 0.0 0.0 0.0
H -0.042 0.381 -7.309 0.0 0.0 0.0
H -1.974 -2.652 1.201 0.0 0.0 0.0
H 2.229 0.569 -6.210 0.0 0.0 0.0
H -0.425 -1.801 -0.249 0.0 0.0 0.0
H -1.064 3.591 -1.255 0.0 0.0 0.0
H -0.689 1.822 -6.537 0.0 0.0 0.0
H 1.378 3.174 -1.831 0.0 0.0 0.0
H 0.212 3.632 -5.400 0.0 0.0 0.0
H 0.965 1.469 5.863 0.0 0.0 0.0
H 1.902 -3.379 2.901 0.0 0.0 0.0
H 1.701 -2.352 1.505 0.0 0.0 0.0
H -0.553 -3.645 3.130 0.0 0.0 0.0
H 1.676 -2.678 5.051 0.0 0.0 0.0
H 0.601 1.784 3.472 0.0 0.0 0.0
H -2.252 3.881 -2.539 0.0 0.0 0.0
H -3.159 1.498 -5.227 0.0 0.0 0.0
H -4.525 1.299 -4.138 0.0 0.0 0.0
H -2.193 -1.434 -3.052 0.0 0.0 0.0
H -1.008 5.074 -2.200 0.0 0.0 0.0
H -1.410 -1.494 2.409 0.0 0.0 0.0
H 1.382 4.683 -2.752 0.0 0.0 0.0
H -2.596 -0.937 -4.706 0.0 0.0 0.0
H 1.136 -1.372 -4.218 0.0 0.0 0.0
H -1.508 3.815 -5.007 0.0 0.0 0.0
H -1.509 0.261 -6.352 0.0 0.0 0.0
H -4.171 0.592 -1.720 0.0 0.0 0.0
H -3.420 2.645 -3.902 0.0 0.0 0.0
H -3.863 -1.072 -3.495 0.0 0.0 0.0
H 1.537 -0.834 6.705 0.0 0.0 0.0
H -2.547 0.242 -1.119 0.0 0.0 0.0
H -0.022 -4.075 1.515 0.0 0.0 0.0
H 1.703 2.107 -5.543 0.0 0.0 0.0
H 1.926 3.189 -3.513 0.0 0.0 0.0
H -0.359 5.076 -4.578 0.0 0.0 0.0
H -3.032 1.912 -1.467 0.0 0.0 0.0
```
Positions in Å, forces in eV/Å.

Summary:
**Total energy**: -178523.8210 eV
**Energy relative to the best compared isomer or geometry (same formula, charge and spin)**: 0.003 eV
**Net charge**: +2
**Highest occupied orbital energy (spin up / spin down)**: -13.120 / -13.118 eV
**Largest force on an atom**: 0.85 eV/Å
**Frontier orbital gap (spin up / spin down)**: 5.33 / 5.32 eV
**Molecular weight**: 1027.25 g/mol

(5)
# C5H9N3O3S

A 2-piece molecular cluster, C5H9N3O3S overall at a distorted geometry (the ωB97M-V functional and the def2-TZVPD basis, the Open Molecules 2025 dataset).

```
21
Properties=species:S:1:pos:R:3:forces:R:3
S -1.418 0.069 1.896 0.0 -0.1 -0.4
O -0.772 -0.950 2.686 0.2 0.3 -0.1
O -2.047 -0.443 0.659 0.9 0.2 0.5
O -2.242 1.056 2.527 -0.9 0.3 1.1
N -0.848 2.331 0.725 1.3 -0.8 -0.3
N 0.521 -0.862 -1.452 1.1 0.2 3.3
N 0.550 0.502 0.300 1.9 -2.3 -3.1
C 1.496 -1.267 -0.549 1.5 -2.2 -0.8
C 1.494 -0.492 0.532 -1.2 1.2 -1.6
C -0.115 0.186 -0.817 1.4 -1.4 -1.8
C -0.067 1.278 1.208 -3.2 1.7 4.0
C 0.352 -1.629 -2.688 0.5 1.7 -0.5
H 1.004 -2.545 -2.840 -0.7 1.4 0.8
H 1.257 2.030 2.692 -1.3 -1.1 -1.7
H 2.161 -2.167 -0.749 -1.2 1.5 0.2
H -1.825 2.310 1.046 0.9 0.6 0.3
H -1.059 0.619 -1.005 -0.5 0.4 -0.8
H 0.579 -0.834 -3.410 -0.1 -0.9 -0.7
H 1.983 -0.509 1.423 1.5 -0.1 2.1
H -0.677 -1.846 -2.693 -1.3 -0.8 -0.6
H -0.325 3.162 0.507 -0.6 0.3 -0.1
```
Positions in Å, forces in eV/Å.

Summary:
**Total energy**: -26773.1994 eV
**Energy relative to the best compared isomer or geometry (same formula, charge and spin)**: 5.329 eV
**Highest occupied orbital energy (spin up / spin down)**: -9.230 / -8.697 eV
**Largest force on an atom**: 5.38 eV/Å
**Frontier orbital gap (spin up / spin down)**: 8.73 / 8.28 eV
**Molecular weight**: 191.21 g/mol

(6)
# C26H30LuN6O3PS

C26H30LuN6O3PS as an isolated structure at a distorted geometry (the ωB97M-V functional and the def2-TZVPD basis, the Open Molecules 2025 dataset).

```
68
Properties=species:S:1:pos:R:3:forces:R:3
Lu 8.004 14.433 10.254 -1.8 0.4 -0.3
S 4.428 16.064 12.465 -0.5 -0.4 0.2
P 7.755 11.634 9.649 0.8 0.7 -1.0
O 8.276 15.346 6.747 -0.5 0.3 0.5
O 6.941 14.567 8.424 1.4 2.3 -0.8
O 10.282 15.065 9.976 0.4 -1.3 0.0
N 7.987 22.605 6.474 0.5 0.7 0.4
N 6.904 21.548 4.763 0.4 -0.9 0.5
N 6.912 14.952 11.967 -2.2 -0.6 1.2
N 7.809 20.294 6.565 2.3 0.5 0.5
N 9.947 13.590 9.989 1.7 0.5 -0.8
N 7.646 16.782 9.816 -1.5 0.2 -0.6
C 7.100 10.456 10.794 -0.2 -1.4 0.9
C 6.323 17.876 7.979 -0.6 -1.3 -0.1
C 5.763 10.711 11.193 -0.2 -0.7 0.0
C 6.959 11.586 5.611 0.2 0.8 -1.3
C 5.056 9.762 11.949 0.9 -1.0 0.2
C 11.755 9.302 9.317 -0.6 -0.7 -0.3
C 6.936 11.500 8.034 -0.3 0.0 -1.7
C 9.396 10.898 9.294 0.0 -2.1 -0.1
C 7.578 15.552 7.726 -0.7 -1.6 -0.1
C 7.592 18.980 6.002 -0.7 -1.1 -1.1
C 5.556 11.593 5.572 0.4 -0.1 -1.5
C 7.605 21.450 5.904 -1.0 1.1 -0.3
C 9.448 9.597 8.713 -1.5 1.2 -0.8
C 10.606 11.365 9.816 -0.6 -1.3 -0.4
C 10.617 8.882 8.580 1.2 0.3 0.6
C 7.803 9.314 11.289 -1.9 0.8 0.3
C 11.718 10.539 9.938 0.7 -0.5 -0.5
C 5.769 15.264 12.240 2.4 0.8 -0.7
C 5.757 8.564 12.382 -0.2 2.9 -1.1
C 7.523 16.975 8.327 0.1 0.2 0.8
C 6.325 18.279 6.494 -0.4 -1.2 -1.0
C 10.893 12.712 10.016 -1.1 2.2 1.2
C 4.872 11.518 6.733 -1.5 -0.3 1.5
C 7.114 8.429 12.127 -0.3 0.3 -0.7
C 7.670 11.633 6.771 -0.6 -0.3 3.1
C 5.546 11.432 7.972 0.3 0.0 -0.8
H 6.860 22.420 4.285 0.0 0.6 -0.1
H 8.684 20.344 7.119 -1.1 0.1 -0.1
H 8.756 11.756 6.878 -0.5 -0.2 -0.7
H 7.720 23.564 6.196 0.0 -1.3 -0.3
H 6.665 20.760 4.183 0.0 -0.2 0.3
H 6.327 18.778 8.601 0.1 -0.2 0.1
H 6.344 17.325 5.879 -0.5 1.0 0.6
H 12.594 8.605 9.376 0.0 0.6 0.0
H 10.524 15.259 9.048 0.0 -0.2 0.3
H 5.426 18.857 6.235 0.2 -0.3 0.1
H 12.569 10.996 10.434 0.2 -0.5 -0.1
H 8.431 17.460 7.970 0.2 -0.1 0.2
H 3.760 11.476 6.734 1.0 0.1 0.0
H 5.229 11.596 10.793 0.5 -0.5 0.6
H 7.643 19.054 4.898 -0.4 -0.1 0.4
H 7.627 7.557 12.482 0.2 -0.3 0.2
H 5.036 11.655 4.588 0.5 -0.1 1.0
H 8.355 18.224 6.197 0.7 0.9 0.3
H 7.470 11.679 4.655 0.1 -0.1 0.2
H 6.732 17.037 10.259 0.8 -0.5 -0.3
H 8.284 17.455 10.172 0.7 0.6 0.5
H 8.529 9.204 8.221 0.7 0.4 0.5
H 4.932 11.299 8.842 0.0 0.0 0.2
H 5.261 7.802 12.905 -0.7 -0.8 0.7
H 10.678 8.019 7.911 -0.1 0.1 0.5
H 11.892 12.961 10.272 1.0 0.7 -0.1
H 5.418 17.234 8.257 0.8 1.2 -0.6
H 3.984 9.933 12.186 1.0 -0.3 -0.2
H 8.549 22.620 7.319 -0.3 -0.3 -0.2
H 8.810 9.044 11.047 0.4 0.3 -0.2
```
Positions in Å, forces in eV/Å.

Summary:
**Total energy**: -96264.5149 eV
**Energy relative to the best compared isomer or geometry (same formula, charge and spin)**: 2.065 eV
**Net charge**: +2
**Highest occupied orbital energy**: -12.851 eV
**Largest force on an atom**: 3.17 eV/Å
**Frontier orbital gap**: 6.69 eV
**Molecular weight**: 712.57 g/mol